ORCA calculation (ωB97M-V/def2-TZVPD) on the molecule C4H5N3O in a non-equilibrium geometry.

Element x y z (Å)
1 C 1.3692 -0.1462 0.4901
2 C 1.0046 1.3548 0.1431
3 C -0.4466 0.8041 -0.1261
4 C -0.0401 -0.4753 0.1916
5 H 2.6951 -1.5438 -0.1809
6 H 1.9366 -0.6873 -1.3727
7 H 1.7266 -0.3493 1.4789
8 H 1.5759 1.5512 -0.7199
9 H 1.1542 2.1459 0.8948
10 N 2.3510 -0.6099 -0.4515
11 N -1.7427 0.8857 -0.2681
12 N -1.1106 -1.2596 0.1779
13 O -2.1119 -0.4319 -0.0625

The net charge is 0. For the energy relative to the best compared isomer or geometry (same formula, charge and spin), the calculation gives 5.357 eV. The value obtained for the HOMO-LUMO gap is 10.5 eV. Its SMILES is N[C@H]1Cc2nonc21.